Below is a molecular structure, C2H6BrP, with properties calculated with the ωB97M-V functional and the def2-TZVPD basis.

Output
- Spin multiplicity: 3
- HOMO-LUMO gap (spin up / spin down): 6.59 / 6.65 eV
- LUMO (spin up / spin down): 0.802 / -3.133 eV
- <S²>: 2.007
- Energy relative to the best compared isomer or geometry (same formula, charge and spin): 341.7 kJ/mol

Last column: Löwdin spin population.
Atoms and positions in Å:
C (-0.677, 0.121, -1.044)  0.0904
C (0.458, 0.167, -0.142)  0.7038
P (-0.071, 0.126, 1.701)  0.2514
Br (1.580, 1.717, -0.135)  0.2111
H (-1.423, -0.522, -0.742)  0.0032
H (-0.269, -0.237, -1.958)  0.0327
H (-1.272, 1.102, -1.073)  0.0225
H (1.488, -1.043, -0.465)  0.6323
H (-0.977, -1.103, 1.644)  0.0159
H (1.165, -0.328, 2.215)  0.0367

Below is a molecular structure, C17H31CrI2N10S, with properties calculated with the ωB97M-V functional and the def2-TZVPD basis.

Output
- Net charge: +2
- Spin multiplicity: 4
- HOMO-LUMO gap (spin up / spin down): 7.00 / 7.29 eV
- LUMO (spin up / spin down): -7.080 / -6.806 eV
- <S²>: 3.858
- Energy relative to the best compared isomer or geometry (same formula, charge and spin): 42.6 kJ/mol

Last column: Löwdin spin population.
Atoms and positions in Å:
Cr (0.539, 0.390, 0.175)  3.1129
C (0.158, 2.570, -0.033)  -0.0417
C (0.283, 2.276, 1.349)  -0.0511
C (-0.768, 1.401, 1.716)  -0.0131
C (-1.563, 1.183, 0.562)  -0.0550
C (-0.989, 1.892, -0.519)  -0.0136
H (0.772, 3.269, -0.581)  0.0007
H (1.017, 2.705, 2.015)  -0.0006
H (-0.971, 1.025, 2.705)  0.0014
H (-2.468, 0.597, 0.521)  -0.0011
H (-1.396, 1.960, -1.516)  0.0025
C (2.912, -0.864, 5.645)  0.0001
C (4.168, -0.142, 5.156)  0.0001
C (4.000, 1.384, 5.183)  0.0000
C (4.677, -0.703, 3.832)  0.0002
N (3.678, -0.654, 2.727)  0.0045
C (2.785, 0.259, 2.394)  0.0095
N (2.146, -0.173, 1.328)  0.0036
N (2.681, -1.386, 1.014)  0.0121
N (3.599, -1.675, 1.846)  0.0054
H (2.609, -0.478, 6.619)  0.0000
H (3.079, -1.938, 5.748)  0.0000
H (2.066, -0.717, 4.964)  0.0000
H (4.980, -0.392, 5.843)  0.0000
H (2.985, 1.691, 4.908)  0.0000
H (4.712, 1.897, 4.532)  0.0000
H (4.157, 1.765, 6.191)  0.0000
H (4.913, -1.759, 3.931)  0.0000
H (5.570, -0.184, 3.489)  0.0002
H (2.615, 1.177, 2.927)  0.0004
C (1.006, 0.898, -2.783)  0.0059
N (1.692, 0.184, -1.621)  -0.0090
C (1.922, -1.256, -2.085)  0.0052
N (2.696, -1.307, -3.300)  0.0006
C (1.974, -0.589, -4.355)  -0.0001
N (1.768, 0.822, -3.998)  -0.0003
C (3.079, 1.443, -3.773)  0.0000
N (3.820, 0.758, -2.706)  0.0005
C (3.069, 0.815, -1.481)  0.0058
C (3.992, -0.652, -3.087)  0.0002
H (0.875, 1.941, -2.504)  0.0003
H (0.032, 0.428, -2.923)  0.0016
H (0.949, -1.708, -2.256)  0.0005
H (2.435, -1.776, -1.282)  0.0002
H (1.005, -1.065, -4.515)  0.0000
H (2.546, -0.638, -5.280)  0.0000
H (2.943, 2.491, -3.504)  0.0000
H (3.658, 1.395, -4.694)  0.0000
H (2.925, 1.854, -1.176)  0.0015
H (3.606, 0.277, -0.706)  0.0002
H (4.539, -1.174, -2.302)  0.0000
H (4.572, -0.699, -4.006)  0.0000
N (-1.850, -4.486, -2.465)  -0.0002
C (-2.168, -3.350, -3.083)  -0.0001
N (-2.853, -3.432, -4.218)  -0.0001
S (-1.749, -1.791, -2.495)  -0.0017
H (-2.119, -5.386, -2.831)  0.0000
H (-1.311, -4.473, -1.618)  -0.0003
H (-3.131, -4.312, -4.620)  0.0000
H (-3.123, -2.587, -4.694)  0.0000
I (-0.783, -2.098, 0.179)  -0.0154
I (-0.158, -2.250, 2.877)  0.0274

Below is 3 unconnected molecules or ions with the total composition H5O2S, with properties calculated with the ωB97M-V functional and the def2-TZVPD basis.

Output
- Spin multiplicity: 2
- HOMO-LUMO gap (spin up / spin down): 11.30 / 7.24 eV
- LUMO (spin up / spin down): 0.412 / -3.199 eV
- <S²>: 0.753
- Energy relative to the best compared isomer or geometry (same formula, charge and spin): 7.0 kJ/mol

Last column: Löwdin spin population.
Atoms and positions in Å:
S (1.118, -1.155, -0.908)  0.9455
H (2.395, -1.566, -0.919)  0.0501
H (-2.868, 0.177, -0.229)  -0.0001
H (-3.723, 0.392, -1.453)  0.0000
O (-3.693, 0.594, -0.511)  0.0000
H (2.200, 0.240, 0.603)  0.0030
H (1.967, 0.603, 2.064)  0.0001
O (2.604, 0.715, 1.352)  0.0014

Below is C5H6O in the gas phase, with properties calculated with the ωB97M-V functional and the def2-TZVPD basis.

Output
- HOMO-LUMO gap: 7.76 eV
- LUMO: -0.078 eV
- Energy relative to the best compared isomer or geometry (same formula, charge and spin): 472.5 kJ/mol

Last column: Mulliken charge in e.
Atoms and positions in Å:
C (-2.435, 0.104, -0.034)  -0.8360
C (-1.142, -0.497, -0.488)  -0.2762
C (-0.042, 0.140, 0.150)  -0.4155
C (1.223, -0.198, -0.177)  0.4818
C (2.648, -0.142, -0.011)  -0.1257
O (1.915, -0.918, -1.034)  -0.3648
H (-3.179, 0.089, -0.838)  0.3147
H (-2.844, -0.548, 0.756)  0.2659
H (-2.359, 1.118, 0.394)  0.2734
H (-0.122, 0.915, 0.921)  0.2435
H (3.113, -0.764, 0.748)  0.2124
H (3.222, 0.701, -0.385)  0.2265

no.,DFT total energy (hartree),molar mass (g mol⁻¹)
1,-2994.9018,140.9
2,-3251.5110,713.4
3,-551.5963,69.1
4,-269.1663,82.1